Entry 1:
2 unconnected molecules or ions with the total composition C2HCl2FS in a non-equilibrium geometry. Source: the OMol25 dataset; level of theory: the ωB97M-V functional and the def2-TZVPD basis.

Geometry as XYZ:
```
7
Properties=species:S:1:pos:R:3:forces:R:3:nbo_charge:R:1
C 2.26263 -0.23833 -0.09200 -3.87 0.98 1.77 0.209
C 0.46813 0.85225 -0.22304 0.52 -6.40 0.15 -0.380
F 1.91610 -1.06258 0.93858 0.83 0.62 -1.25 -0.338
S 3.61987 -0.13134 -0.86000 -0.05 0.03 -0.13 0.121
Cl 0.72321 2.01306 -1.33045 0.44 2.51 -1.53 0.114
Cl -0.10798 1.23494 1.40062 0.41 0.04 -0.78 0.032
H -0.21910 -0.02471 -0.73503 1.71 2.22 1.76 0.242
```
Positions in Å, forces in eV/Å.

**Orbital gap**: 9.046 eV
**E_HOMO**: -9.295 eV
**E_tot**: -40684.7586 eV

=====

Entry 2:
C2HCl2N in the gas phase in a non-equilibrium geometry. Source: the OMol25 dataset; level of theory: the ωB97M-V functional and the def2-TZVPD basis.

Geometry as XYZ:
```
6
Properties=species:S:1:pos:R:3:forces:R:3:nbo_charge:R:1
N -1.71143 -1.28236 -0.58480 7.62 2.74 4.07 -0.194
C -0.67509 -0.81350 -0.06745 -9.66 -4.28 -4.81 0.198
C 0.23747 0.20567 0.17045 4.18 1.52 4.26 -0.368
Cl 1.89490 -0.23913 -0.44522 -0.49 -0.01 -0.19 -0.003
Cl -0.27580 1.73874 -0.41386 -0.39 0.81 -0.55 0.081
H 0.52995 0.39058 1.34088 -1.25 -0.78 -2.78 0.287
```
Positions in Å, forces in eV/Å.

**Orbital gap**: 11.417 eV
**E_HOMO**: -11.546 eV
**E_tot**: -28623.1695 eV
**SMILES**: N#CC(Cl)Cl

=====

Entry 3:
A gas-phase ion, C2HCl2N2O (charge +1) in a non-equilibrium geometry. Source: the OMol25 dataset; level of theory: the ωB97M-V functional and the def2-TZVPD basis.

Geometry as XYZ:
```
8
Properties=species:S:1:pos:R:3:forces:R:3:nbo_charge:R:1
C -2.62026 -0.83634 -0.43975 -0.67 0.08 0.49 0.866
C 0.87104 -0.60001 0.36793 2.24 1.61 -0.36 -0.338
N -1.76782 -1.27734 1.77297 -1.78 0.05 -0.35 0.095
N -2.31083 -0.87776 0.74895 1.10 -0.20 1.34 -0.303
O -3.17411 -0.60264 -1.40421 0.01 0.07 -1.30 -0.285
Cl 0.90548 -1.57610 -1.00524 0.01 0.44 0.10 0.193
Cl 0.28582 -1.27298 1.74316 1.14 0.15 0.30 0.468
H 1.58749 0.35740 0.44248 -2.06 -2.20 -0.23 0.304
```
Positions in Å, forces in eV/Å.

**Orbital gap (spin up / spin down)**: 7.013 / 7.358 eV
**E_HOMO (spin up / spin down)**: -13.861 / -14.866 eV
**Net charge**: +1
**E_tot**: -32148.3991 eV

=====

Entry 4:
2 unconnected molecules or ions with the total composition C2HCl2NO in a non-equilibrium geometry. Source: the OMol25 dataset; level of theory: the ωB97M-V functional and the def2-TZVPD basis.

Geometry as XYZ:
```
7
Properties=species:S:1:pos:R:3:forces:R:3:nbo_charge:R:1
C 0.25111 -0.17659 -1.01889 -0.14 0.14 -0.90 0.143
C 0.15953 0.45827 0.25865 0.15 -2.09 0.12 0.366
N 0.04196 -0.64987 -2.04664 0.21 0.25 -0.13 -0.209
O -1.08208 0.68158 0.65111 4.50 4.92 2.15 -0.587
Cl 0.84788 -1.78808 0.87036 -0.52 1.56 0.32 -0.411
Cl 1.39395 1.47326 0.81236 -0.63 -0.12 -0.08 0.190
H -1.61237 0.00143 0.47305 -3.57 -4.65 -1.48 0.509
```
Positions in Å, forces in eV/Å.

**Orbital gap (spin up / spin down)**: 8.258 / 8.257 eV
**E_HOMO (spin up / spin down)**: -10.287 / -10.287 eV
**E_tot**: -30669.9419 eV

=====

Entry 5:
C2HCl2NO2 in the gas phase in a non-equilibrium geometry. Source: the OMol25 dataset; level of theory: the ωB97M-V functional and the def2-TZVPD basis.

Geometry as XYZ:
```
8
Properties=species:S:1:pos:R:3:forces:R:3:nbo_charge:R:1
N -3.59774 2.30931 -0.42109 1.14 -0.45 -0.09 -0.197
C -2.50521 1.93191 -0.43697 -0.50 -0.22 0.65 0.192
C -1.10413 1.49012 -0.44663 2.00 2.69 -0.46 0.235
Cl -0.09361 3.26075 -0.22454 -1.14 -1.70 0.03 -0.147
Cl -0.61045 1.04799 -2.09096 -0.25 -0.52 0.50 0.054
O -0.73694 0.67368 0.57913 -1.23 0.01 -0.29 -0.239
O 0.64562 0.37906 0.57621 -0.02 -1.10 -1.02 -0.375
H 0.65689 -0.51025 0.10780 0.01 1.29 0.68 0.477
```
Positions in Å, forces in eV/Å.

**Orbital gap**: 10.389 eV
**E_HOMO**: -11.233 eV
**E_tot**: -32715.7637 eV
**SMILES**: N#CC(Cl)(Cl)OO

=====

Entry 6:
2 unconnected molecules or ions with the total composition C2HCl2NO2 in a non-equilibrium geometry. Source: the OMol25 dataset; level of theory: the ωB97M-V functional and the def2-TZVPD basis.

Geometry as XYZ:
```
8
Properties=species:S:1:pos:R:3:forces:R:3:nbo_charge:R:1
C -0.06814 -1.71887 -2.26898 0.02 0.07 -0.21 0.130
C 0.28063 -0.01146 0.74622 2.45 1.98 1.57 0.460
N -0.33293 -0.89373 -3.01638 -0.16 0.49 -0.41 -0.298
O -0.14421 2.12766 1.90323 -5.64 6.63 3.27 -0.579
O 0.73298 0.92810 1.32264 4.46 -8.48 -4.48 -0.382
Cl 0.31927 -2.88290 -1.22768 0.24 -0.71 0.49 0.165
Cl -1.31476 -0.30712 0.36582 -1.81 -0.18 -0.32 0.066
H 0.52716 2.75832 2.17514 0.45 0.19 0.10 0.438
```
Positions in Å, forces in eV/Å.

**Expectation value of S²**: 2.007
**Multiplicity**: 3
**Orbital gap (spin up / spin down)**: 7.883 / 8.130 eV
**E_HOMO (spin up / spin down)**: -7.559 / -10.523 eV
**E_tot**: -32712.1223 eV

=====

Entry 7:
C2HCl2NO3 in the gas phase in a non-equilibrium geometry. Source: the OMol25 dataset; level of theory: the ωB97M-V functional and the def2-TZVPD basis.

Geometry as XYZ:
```
9
Properties=species:S:1:pos:R:3:forces:R:3:nbo_charge:R:1
O -0.35103 -0.42310 1.84193 0.51 0.01 -0.14 -0.430
C 0.01090 -0.21879 0.74880 -1.55 0.38 -2.04 0.629
C -0.76881 0.74944 -0.40264 1.66 -2.31 0.59 -0.350
Cl -1.29720 2.12425 0.41203 -0.64 1.40 0.71 0.084
Cl -2.17405 -0.14558 -1.18433 1.53 0.52 0.57 0.004
N 1.27040 -0.90826 0.05930 -3.25 0.28 1.55 0.485
O 1.14044 -2.07010 -0.16803 0.54 -0.96 -0.31 -0.324
O 2.11714 -0.13682 -0.21492 2.19 1.07 -0.79 -0.345
H 0.05221 1.02897 -1.09215 -0.98 -0.39 -0.15 0.248
```
Positions in Å, forces in eV/Å.

**Orbital gap**: 10.093 eV
**E_HOMO**: -10.689 eV
**E_tot**: -34763.4528 eV
**SMILES**: O=C(C(Cl)Cl)[N+](=O)[O-]

=====

Entry 8:
C2HCl3OS in the gas phase in a non-equilibrium geometry. Source: the OMol25 dataset; level of theory: the ωB97M-V functional and the def2-TZVPD basis.

Geometry as XYZ:
```
8
Properties=species:S:1:pos:R:3:forces:R:3:nbo_charge:R:1
C 0.55044 -0.32328 0.28402 -3.34 0.33 -0.51 -0.547
C -0.21726 0.77846 -0.63720 -0.61 -1.45 1.18 -0.137
O 0.34100 -2.44168 1.85914 -0.56 0.69 -0.34 -0.855
S -0.43722 -1.41512 1.13700 2.76 1.22 -1.20 1.214
Cl -1.51184 1.58000 0.30636 0.35 0.32 0.47 0.012
Cl -1.24571 0.00770 -1.95749 1.34 0.12 0.15 -0.002
Cl 0.90324 2.01380 -1.23308 -0.24 -0.70 -0.01 0.060
H 1.61736 -0.19988 0.24126 0.29 -0.54 0.27 0.256
```
Positions in Å, forces in eV/Å.

**Orbital gap**: 8.658 eV
**E_HOMO**: -10.003 eV
**E_tot**: -52537.9210 eV

=====

Entry 9:
C2HCl4NO3 in the gas phase in a non-equilibrium geometry. Source: the OMol25 dataset; level of theory: the ωB97M-V functional and the def2-TZVPD basis.

Geometry as XYZ:
```
11
Properties=species:S:1:pos:R:3:forces:R:3:nbo_charge:R:1
O -0.36042 1.56941 1.53727 0.26 -0.58 -0.18 -0.311
N -0.84082 0.67778 0.87542 0.31 1.78 1.67 0.477
O -1.83851 0.07336 1.18032 -0.82 -0.66 -0.11 -0.371
C -0.20588 0.32109 -0.43091 2.04 -0.56 0.23 0.328
O -1.13788 -0.25654 -1.17927 -2.48 0.00 0.75 -0.685
Cl 0.55889 1.80022 -1.08572 -1.04 -0.18 -0.51 0.019
C 1.16831 -0.71717 -0.10240 -1.90 0.91 -0.30 -0.208
Cl 0.84961 -1.91198 1.13368 -0.42 0.15 0.64 0.057
Cl 1.32067 -1.58675 -1.57935 0.61 -0.26 -1.13 0.078
Cl 2.56596 0.23474 0.31394 0.30 -0.30 0.23 0.085
H -2.07994 -0.20414 -0.66300 3.13 -0.29 -1.29 0.531
```
Positions in Å, forces in eV/Å.

**Orbital gap**: 10.314 eV
**E_HOMO**: -11.129 eV
**E_tot**: -59808.4092 eV
**SMILES**: O=[N+]([O-])[C@@](O)(Cl)C(Cl)(Cl)Cl

=====

Entry 10:
A molecular structure, C2HClFP in a non-equilibrium geometry. Source: the OMol25 dataset; level of theory: the ωB97M-V functional and the def2-TZVPD basis.

Geometry as XYZ:
```
6
Properties=species:S:1:pos:R:3:forces:R:3:nbo_charge:R:1
C 0.22792 0.86772 0.20060 -3.08 -3.95 -2.09 -0.486
C -0.34831 0.39686 -0.89115 1.28 0.09 5.23 -0.129
F 0.76911 -1.68174 0.83878 -0.30 0.16 0.35 -0.596
P -0.42132 -0.62967 1.25531 0.79 1.26 -2.48 0.780
Cl -0.97935 -0.58827 -1.98744 -0.46 -0.29 -1.54 0.208
H 0.75195 1.63511 0.58391 1.76 2.73 0.53 0.223
```
Positions in Å, forces in eV/Å.

**Orbital gap**: 7.339 eV
**E_HOMO**: -7.666 eV
**E_tot**: -26615.2660 eV

=====

Entry 11:
2 unconnected molecules or ions with the total composition C2HClN2O in a non-equilibrium geometry. Source: the OMol25 dataset; level of theory: the ωB97M-V functional and the def2-TZVPD basis.

Geometry as XYZ:
```
7
Properties=species:S:1:pos:R:3:forces:R:3:nbo_charge:R:1
C -0.65654 0.69429 -1.19954 -0.96 -0.81 4.51 0.425
C 0.15704 -0.67606 0.72820 2.40 3.13 -3.56 -0.070
N 1.42356 -1.08150 1.25200 1.13 -1.29 -0.97 -0.074
N 1.09133 0.05153 1.52013 -0.23 1.40 0.67 -0.060
O -1.56483 1.37615 -0.88815 0.69 -0.70 -0.30 -0.476
Cl 0.20035 0.65300 -2.57830 1.35 -0.20 -2.07 0.105
H -0.65090 -1.01741 1.16567 -4.38 -1.53 1.71 0.150
```
Positions in Å, forces in eV/Å.

**Orbital gap (spin up / spin down)**: 8.118 / 8.117 eV
**E_HOMO (spin up / spin down)**: -8.965 / -8.964 eV
**E_tot**: -19634.0231 eV

=====

Entry 12:
A gas-phase ion, C2HClNOS2 (charge -1) in a non-equilibrium geometry. Source: the OMol25 dataset; level of theory: the ωB97M-V functional and the def2-TZVPD basis.

Geometry as XYZ:
```
8
Properties=species:S:1:pos:R:3:forces:R:3:nbo_charge:R:1
C 0.57253 -1.24378 -0.83163 -0.83 -5.95 -0.70 0.527
C -0.79884 0.26250 0.41801 3.24 1.71 1.49 -0.298
N -0.45820 -0.83148 -0.16141 -0.44 -2.58 -0.98 -0.568
O 0.78186 -2.54779 -1.06957 0.09 5.53 0.62 -0.695
S -2.29618 0.93995 0.42747 -2.12 0.89 0.10 0.166
S 0.58098 1.04995 1.36021 -1.32 1.32 0.16 -0.104
Cl 1.52474 0.01508 -1.61245 0.94 0.22 -0.48 -0.146
H 0.09310 2.35558 1.46938 0.44 -1.15 -0.20 0.118
```
Positions in Å, forces in eV/Å.

**Expectation value of S²**: 2.013
**Multiplicity**: 3
**Orbital gap (spin up / spin down)**: 4.681 / 5.831 eV
**E_HOMO (spin up / spin down)**: -1.567 / -4.795 eV
**Net charge**: -1
**E_tot**: -39819.0575 eV